70
Properties=species:S:1:pos:R:3:lowdin_spin:R:1 method="wB97M-V/def2-TZVPD" total_charge=0 de_lowest_ev=0.0942 multiplicity=4 max_force_ev_per_a=0.15 mol_weight_g_mol=852.49
Mo 0.30 -0.17 -0.36 2.22
C -4.05 -2.14 2.09 0.00
S -3.06 -0.95 3.01 0.00
C -1.73 -0.63 1.93 0.02
S -1.52 -1.52 0.47 0.04
N -0.94 0.32 2.36 0.00
N 0.11 0.56 1.52 0.02
C 1.01 1.43 1.95 0.22
C 2.11 1.73 1.08 0.04
C 3.16 2.57 1.44 0.03
C 4.18 2.79 0.54 0.03
C 4.15 2.16 -0.70 0.04
C 3.08 1.33 -0.99 0.03
N 2.08 1.12 -0.13 0.07
H -4.92 -2.33 2.72 0.00
H -3.50 -3.07 1.95 0.00
H -4.37 -1.73 1.14 0.00
H 0.90 1.86 2.94 0.01
H 3.17 3.04 2.42 0.00
H 5.01 3.44 0.80 0.00
H 4.94 2.29 -1.43 0.00
H 3.01 0.80 -1.93 0.00
C 1.13 -4.51 0.51 0.00
Si 2.09 -2.91 0.45 0.02
C 1.91 -2.05 2.10 0.01
C 3.93 -3.24 0.20 0.00
N 1.49 -1.87 -0.82 0.08
C 1.68 -2.21 -2.15 0.00
C 2.33 -3.35 -2.66 0.01
C 2.45 -3.56 -4.02 0.00
C 1.93 -2.68 -4.95 0.01
C 1.26 -1.55 -4.50 0.00
C 1.17 -1.37 -3.14 0.01
F 0.50 -0.25 -2.65 0.04
H 1.52 -5.17 1.30 0.00
H 1.16 -5.06 -0.43 0.00
H 0.08 -4.30 0.74 0.00
H 2.37 -2.69 2.86 0.00
H 0.86 -1.90 2.39 0.00
H 2.43 -1.09 2.13 0.00
H 4.49 -2.98 1.11 0.00
H 4.34 -2.64 -0.62 0.00
H 4.14 -4.29 -0.02 0.00
H 2.75 -4.07 -1.97 0.00
H 2.97 -4.45 -4.36 0.00
H 2.03 -2.86 -6.01 0.00
H 0.81 -0.82 -5.17 0.00
F -3.29 -0.34 -2.24 0.00
Sb -4.93 0.35 -1.61 0.00
F -5.67 0.31 -3.33 0.00
F -4.22 2.10 -1.82 0.00
F -6.49 1.08 -0.85 0.00
F -4.13 0.44 0.17 0.00
F -5.50 -1.39 -1.16 0.00
C -0.70 5.29 1.76 0.00
N -1.78 4.31 1.73 0.00
C -2.85 4.23 2.60 0.00
C -3.59 3.18 2.21 0.00
N -2.97 2.63 1.10 0.00
C -1.88 3.33 0.82 0.00
S -0.73 3.14 -0.45 0.01
H -0.85 5.93 2.63 0.00
H -0.72 5.90 0.86 0.00
H 0.26 4.79 1.83 0.00
H -2.98 4.92 3.42 0.00
H -4.50 2.75 2.61 0.00
H -3.35 1.82 0.60 0.00
C -1.02 1.45 -1.04 0.00
H -2.05 1.20 -0.83 0.01
H -0.99 1.56 -2.13 0.00

***

57
Properties=species:S:1:pos:R:3:lowdin_spin:R:1 method="wB97M-V/def2-TZVPD" total_charge=+1 de_lowest_ev=0.0000 multiplicity=3 max_force_ev_per_a=1.71 mol_weight_g_mol=621.17
Pt 14.37 3.18 10.83 0.65
O 16.32 3.13 10.99 0.13
C 16.98 3.51 12.02 0.09
C 18.38 3.66 11.88 0.00
C 19.14 4.32 12.79 0.05
C 18.55 4.85 13.99 0.04
C 17.26 4.63 14.25 0.00
C 16.44 3.90 13.29 0.10
C 15.10 3.82 13.65 0.03
N 14.09 3.52 12.88 0.30
N 12.87 3.71 13.26 0.28
C 11.97 3.66 12.23 0.07
O 12.30 3.44 11.02 0.07
C 10.60 3.97 12.60 0.01
C 9.65 4.22 11.57 0.02
C 8.38 4.57 11.94 0.00
C 8.05 4.74 13.30 0.03
C 9.00 4.56 14.25 0.00
C 10.29 4.20 13.91 0.03
H 18.80 3.34 10.96 0.00
H 20.19 4.46 12.59 0.00
H 19.12 5.36 14.77 0.00
H 16.83 5.00 15.20 0.00
H 14.87 4.19 14.65 0.00
H 9.87 4.22 10.53 0.00
H 7.63 4.76 11.21 0.00
H 7.02 5.06 13.52 0.00
H 8.78 4.78 15.29 0.00
H 11.01 4.05 14.70 0.00
C 13.93 6.09 5.82 0.00
C 13.37 4.87 6.53 0.00
C 13.96 4.69 7.93 0.03
C 13.51 5.81 8.84 0.01
Ge 14.32 5.68 10.60 0.02
C 16.08 6.47 10.81 0.00
C 17.19 6.12 9.85 0.00
C 17.02 6.69 8.43 0.00
C 17.87 5.97 7.41 0.00
H 13.53 6.14 4.80 0.00
H 15.01 6.02 5.74 0.00
H 13.70 7.06 6.32 0.00
H 13.60 3.98 5.94 0.00
H 12.28 4.86 6.57 0.00
H 15.05 4.64 7.83 0.00
H 13.66 3.72 8.33 0.02
H 12.43 5.81 8.91 0.00
H 13.87 6.75 8.43 0.00
H 13.46 6.01 11.85 0.00
H 16.34 6.20 11.83 0.00
H 15.89 7.52 10.86 0.00
H 17.30 5.03 9.79 0.00
H 18.16 6.44 10.26 0.00
H 17.38 7.72 8.47 0.00
H 15.99 6.73 8.07 0.00
H 18.92 5.90 7.69 0.00
H 17.87 6.46 6.44 0.00
H 17.46 4.95 7.26 0.00

***

55
Properties=species:S:1:pos:R:3:lowdin_charge:R:1 method="wB97M-V/def2-TZVPD" total_charge=+1 de_lowest_ev=0.0345 max_force_ev_per_a=0.71 mol_weight_g_mol=369.55
C 1.24 -0.68 6.05 -0.38
S 1.77 -2.24 5.30 0.92
C 1.15 -2.16 3.66 -0.54
C 0.47 -1.08 3.12 -0.07
C 0.03 -1.12 1.81 -0.02
C 0.26 -2.23 1.01 -0.23
C -0.21 -2.24 -0.41 -0.07
N 0.60 -1.29 -1.22 -0.12
C -0.05 -0.92 -2.49 -0.10
C 0.93 -0.17 -3.41 -0.10
C 2.01 0.54 -2.59 -0.20
C 1.32 1.52 -1.63 -0.42
O 0.96 1.15 -0.51 0.06
N 1.06 2.73 -2.09 0.11
C 0.21 3.65 -1.33 -0.09
C -1.06 2.93 -0.92 -0.24
C -1.41 2.81 0.41 -0.03
C -2.53 2.09 0.78 -0.04
C -3.32 1.46 -0.18 -0.28
C -4.53 0.68 0.22 -0.04
C -2.96 1.59 -1.52 -0.05
C -1.85 2.32 -1.88 -0.05
C 2.83 -0.51 -1.81 -0.09
C 1.98 -1.73 -1.46 -0.09
C 0.95 -3.32 1.55 -0.04
C 1.39 -3.28 2.86 -0.10
H 1.71 0.16 5.54 0.04
H 1.59 -0.72 7.08 0.04
H 0.16 -0.60 6.04 0.04
H 0.27 -0.20 3.71 0.10
H -0.50 -0.26 1.41 0.11
H -0.14 -3.23 -0.85 0.14
H -1.25 -1.90 -0.46 0.14
H 0.70 -0.37 -0.66 0.12
H -0.91 -0.28 -2.26 0.12
H -0.41 -1.83 -2.98 0.14
H 1.42 -0.87 -4.09 0.13
H 0.37 0.54 -4.02 0.12
H 2.66 1.10 -3.26 0.15
H 1.41 3.03 -2.99 0.16
H -0.02 4.50 -1.98 0.14
H 0.74 4.00 -0.45 0.13
H -0.81 3.28 1.17 0.12
H -2.80 2.00 1.82 0.12
H -4.34 0.10 1.12 0.08
H -4.86 0.01 -0.57 0.08
H -5.35 1.36 0.44 0.09
H -3.57 1.12 -2.28 0.11
H -1.59 2.41 -2.93 0.12
H 3.22 -0.05 -0.90 0.13
H 3.68 -0.82 -2.41 0.13
H 2.36 -2.20 -0.55 0.14
H 1.98 -2.47 -2.26 0.14
H 1.13 -4.20 0.95 0.12
H 1.92 -4.13 3.28 0.11

***

58
Properties=species:S:1:pos:R:3:lowdin_charge:R:1 method="wB97M-V/def2-TZVPD" total_charge=0 de_lowest_ev=2.7086 max_force_ev_per_a=1.13 mol_weight_g_mol=415.56
C -4.84 -0.97 -0.71 -0.07
C -5.07 0.41 -0.09 -0.25
N -3.95 1.30 -0.16 -0.27
C -3.56 1.93 -1.40 -0.24
C -2.61 1.10 -2.27 -0.06
S -3.01 1.54 1.19 0.68
O -2.38 2.83 1.05 -0.29
O -3.83 1.29 2.33 -0.28
C -1.74 0.29 1.10 -0.28
C -1.99 -0.99 1.55 -0.07
C -1.03 -1.97 1.40 0.01
C 0.22 -1.70 0.81 -0.15
N 1.12 -2.68 0.53 -0.08
C 1.12 -4.01 1.08 -0.15
C 1.19 -4.90 -0.16 -0.16
C 2.17 -4.12 -1.05 -0.15
C 2.00 -2.65 -0.62 -0.15
C 0.49 -0.34 0.48 -0.15
N 1.78 0.09 0.10 0.13
C 2.88 -0.09 0.89 -0.49
O 2.93 -0.86 1.82 0.09
C 4.07 0.76 0.43 -0.05
C 3.65 2.19 0.28 -0.25
C 3.31 2.93 1.41 -0.03
C 2.87 4.24 1.28 -0.07
C 2.77 4.82 0.03 -0.09
C 3.11 4.09 -1.10 -0.08
C 3.54 2.78 -0.97 -0.06
C -0.50 0.62 0.60 -0.01
H -5.65 -1.64 -0.42 0.07
H -4.82 -0.91 -1.80 0.06
H -3.90 -1.39 -0.36 0.06
H -5.28 0.31 0.98 0.10
H -5.94 0.89 -0.57 0.12
H -4.46 2.18 -1.96 0.12
H -3.06 2.86 -1.11 0.10
H -3.10 0.21 -2.65 0.06
H -2.28 1.70 -3.11 0.07
H -1.74 0.80 -1.69 0.05
H -2.94 -1.21 2.00 0.12
H -1.26 -2.97 1.72 0.10
H 0.25 -4.21 1.70 0.11
H 2.02 -4.14 1.69 0.13
H 1.54 -5.91 0.06 0.11
H 0.21 -4.96 -0.63 0.11
H 1.96 -4.26 -2.11 0.10
H 3.19 -4.46 -0.86 0.11
H 2.98 -2.23 -0.36 0.11
H 1.56 -2.05 -1.41 0.13
H 1.79 0.92 -0.49 0.14
H 4.85 0.65 1.18 0.13
H 4.44 0.36 -0.52 0.12
H 3.38 2.48 2.38 0.12
H 2.61 4.80 2.16 0.11
H 2.43 5.84 -0.07 0.10
H 3.03 4.54 -2.08 0.10
H 3.81 2.22 -1.86 0.11
H -0.30 1.65 0.34 0.13